{"formula": "C39H38Br2ClIN3O3Tl", "method": "ωB97M-V/def2-TZVPD", "elements": ["Tl", "O", "C", "N", "C", "O", "C", "C", "C", "C", "C", "N", "C", "C", "C", "C", "C", "N", "H", "H", "H", "H", "H", "H", "H", "H", "C", "C", "C", "C", "C", "C", "C", "Br", "C", "O", "C", "C", "C", "C", "C", "C", "H", "H", "H", "H", "H", "H", "H", "H", "H", "H", "H", "H", "H", "H", "H", "H", "H", "H", "H", "H", "Br", "C", "C", "C", "C", "C", "C", "I", "H", "H", "H", "H", "Cl", "C", "C", "C", "C", "C", "C", "C", "H", "H", "H", "H", "H", "H"], "coordinates": [[-0.022, -0.232, 0.010], [0.676, -0.579, 4.148], [0.535, 0.008, 3.096], [-0.550, 0.020, 2.283], [-1.803, -0.223, 2.725], [-2.192, -0.228, 3.875], [-2.804, -0.427, 1.611], [-4.118, -0.700, 1.966], [-5.050, -0.936, 0.971], [-4.641, -0.859, -0.353], [-3.319, -0.549, -0.621], [-2.424, -0.358, 0.337], [1.678, 0.820, 2.518], [2.662, 1.304, 3.373], [3.702, 2.051, 2.849], [3.692, 2.359, 1.496], [2.667, 1.854, 0.717], [1.714, 1.076, 1.211], [-4.355, -0.734, 3.017], [-6.074, -1.181, 1.217], [-5.325, -1.044, -1.166], [-2.946, -0.468, -1.633], [2.594, 1.070, 4.423], [4.506, 2.386, 3.485], [4.465, 2.962, 1.049], [2.608, 2.084, -0.340], [-1.217, 5.312, -5.910], [0.003, 5.201, -4.984], [1.289, 5.198, -5.823], [0.036, 6.427, -4.068], [-0.101, 3.906, -4.194], [-0.366, 3.861, -2.837], [-0.453, 2.636, -2.205], [-0.806, 2.639, -0.295], [-0.290, 1.386, -2.830], [-0.374, 0.258, -2.192], [-0.049, 1.445, -4.229], [0.036, 2.682, -4.841], [0.035, 0.212, -5.133], [1.336, 0.270, -5.949], [-1.195, 0.245, -6.056], [0.026, -1.135, -4.410], [-1.182, 6.243, -6.473], [-2.135, 5.299, -5.326], [-1.254, 4.486, -6.616], [1.398, 6.146, -6.346], [1.286, 4.407, -6.567], [2.154, 5.061, -5.180], [0.226, 7.321, -4.660], [0.829, 6.334, -3.329], [-0.915, 6.558, -3.556], [-0.511, 4.751, -2.250], [0.223, 2.693, -5.901], [1.363, 1.124, -6.619], [1.446, -0.631, -6.548], [2.189, 0.342, -5.275], [-1.213, 1.145, -6.667], [-2.100, 0.230, -5.450], [-1.203, -0.625, -6.711], [0.879, -1.223, -3.746], [0.075, -1.940, -5.142], [-0.875, -1.261, -3.819], [6.097, 0.492, -0.706], [5.730, -1.363, -0.694], [6.711, -2.227, -0.231], [6.482, -3.589, -0.223], [5.276, -4.091, -0.679], [4.294, -3.228, -1.131], [4.516, -1.859, -1.150], [3.000, -0.579, -1.887], [7.650, -1.829, 0.122], [7.250, -4.256, 0.136], [5.100, -5.155, -0.684], [3.360, -3.630, -1.489], [-1.822, -3.250, -1.816], [-1.971, -3.455, -0.106], [-3.157, -3.954, 0.400], [-3.310, -4.086, 1.770], [-2.280, -3.712, 2.619], [-1.097, -3.221, 2.105], [-0.907, -3.082, 0.726], [0.329, -2.524, 0.171], [-3.952, -4.226, -0.279], [-4.237, -4.470, 2.167], [-2.395, -3.801, 3.688], [-0.306, -2.931, 2.781], [0.551, -2.881, -0.830], [1.177, -2.613, 0.846]], "mulliken_charge": [1.402, -0.631, -0.119, -0.004, -0.190, -0.725, 0.789, -0.769, -0.374, -1.002, -0.233, 0.347, 0.623, -0.829, -0.313, -1.095, -0.464, 0.344, 0.562, 0.435, 0.496, 0.392, 0.528, 0.457, 0.559, 0.705, -1.630, 1.877, -1.675, -2.132, -0.321, -0.150, -0.214, -0.150, 0.792, -0.376, -0.399, -0.668, 2.531, -1.854, -1.746, -1.954, 0.467, 0.347, 0.324, 0.472, 0.350, 0.354, 0.435, 0.432, 0.356, 0.523, 0.267, 0.340, 0.484, 0.334, 0.320, 0.314, 0.472, 0.167, 0.582, 0.183, -0.189, 0.132, -0.493, -0.498, -0.744, -0.301, 0.258, 0.231, 0.405, 0.374, 0.390, 0.456, -0.198, 0.968, -0.588, -0.614, -0.720, -0.447, 0.380, -2.049, 0.441, 0.425, 0.438, 0.388, 0.542, 0.671], "lumo_energy_ev": -0.4, "relative_energy_kcal_mol": 11.8, "gap_ev": 7.14, "molar_mass_g_mol": 1123.3, "e_tot_ev": -217075.0879}


{"formula": "C48H88Cl2N16", "method": "ωB97M-V/def2-TZVPD", "elements": ["C", "C", "N", "C", "C", "N", "C", "C", "H", "H", "H", "H", "H", "H", "H", "H", "H", "H", "H", "C", "C", "N", "C", "C", "N", "C", "C", "H", "H", "H", "H", "H", "H", "H", "H", "H", "H", "H", "C", "C", "N", "C", "C", "N", "C", "C", "H", "H", "H", "H", "H", "H", "H", "H", "H", "H", "H", "C", "C", "N", "C", "C", "N", "C", "C", "H", "H", "H", "H", "H", "H", "H", "H", "H", "H", "H", "C", "C", "N", "C", "C", "N", "C", "C", "H", "H", "H", "H", "H", "H", "H", "H", "H", "H", "H", "C", "C", "N", "C", "C", "N", "C", "C", "H", "H", "H", "H", "H", "H", "H", "H", "H", "H", "H", "C", "C", "N", "C", "C", "N", "C", "C", "H", "H", "H", "H", "H", "H", "H", "H", "H", "H", "H", "C", "C", "N", "C", "C", "N", "C", "C", "H", "H", "H", "H", "H", "H", "H", "H", "H", "H", "H", "Cl", "Cl"], "coordinates": [[1.855, -4.505, -2.529], [0.726, -4.854, -1.604], [-0.514, -4.819, -2.482], [-0.855, -5.774, -3.419], [-1.878, -5.287, -4.136], [-2.157, -4.033, -3.693], [-1.362, -3.779, -2.612], [-3.178, -3.156, -4.329], [2.850, -4.568, -2.076], [1.755, -3.486, -2.923], [1.929, -5.177, -3.364], [0.639, -4.076, -0.848], [0.777, -5.828, -1.106], [-0.314, -6.714, -3.541], [-2.396, -5.722, -4.996], [-1.386, -2.844, -2.076], [-3.193, -2.169, -3.834], [-4.165, -3.586, -4.322], [-2.972, -3.063, -5.396], [4.039, -2.346, -0.048], [3.842, -2.221, 1.465], [4.792, -1.346, 2.204], [5.035, -0.003, 1.829], [6.143, 0.290, 2.554], [6.548, -0.748, 3.307], [5.688, -1.755, 3.059], [7.801, -0.803, 4.125], [3.303, -3.012, -0.391], [4.959, -2.791, -0.401], [3.905, -1.386, -0.545], [3.719, -3.181, 1.984], [2.868, -1.763, 1.684], [4.388, 0.588, 1.183], [6.651, 1.227, 2.657], [5.800, -2.748, 3.458], [7.672, -0.263, 5.082], [8.579, -0.269, 3.604], [8.166, -1.809, 4.222], [-3.532, -2.789, 2.382], [-3.358, -3.497, 1.024], [-3.809, -4.938, 1.176], [-4.940, -5.338, 1.824], [-5.018, -6.671, 1.711], [-3.955, -7.104, 1.011], [-3.181, -6.057, 0.691], [-3.621, -8.566, 0.694], [-2.907, -1.891, 2.390], [-3.158, -3.486, 3.156], [-4.577, -2.624, 2.570], [-2.301, -3.487, 0.775], [-3.836, -3.011, 0.180], [-5.664, -4.691, 2.238], [-5.683, -7.417, 2.077], [-2.175, -6.092, 0.258], [-4.457, -8.993, 0.198], [-3.611, -9.084, 1.647], [-2.678, -8.702, 0.135], [-2.432, 3.201, 3.753], [-1.718, 4.422, 3.311], [-0.249, 4.106, 3.182], [0.253, 2.954, 2.634], [1.587, 3.096, 2.515], [1.907, 4.347, 3.009], [0.774, 4.946, 3.396], [3.229, 5.016, 2.975], [-1.951, 2.816, 4.636], [-2.463, 2.436, 2.970], [-3.489, 3.398, 3.947], [-1.707, 5.141, 4.124], [-1.992, 4.861, 2.333], [-0.317, 2.033, 2.522], [2.332, 2.404, 2.110], [0.682, 5.952, 3.747], [3.899, 4.190, 2.787], [3.529, 5.394, 3.934], [3.329, 5.775, 2.239], [-4.432, 2.914, -1.421], [-5.876, 2.997, -0.974], [-6.646, 3.890, -1.952], [-6.132, 4.899, -2.757], [-7.237, 5.418, -3.426], [-8.337, 4.722, -3.075], [-8.009, 3.798, -2.175], [-9.728, 5.002, -3.489], [-3.780, 2.436, -0.708], [-3.983, 3.875, -1.634], [-4.457, 2.323, -2.341], [-6.024, 3.481, 0.015], [-6.449, 2.064, -1.052], [-5.083, 5.140, -2.827], [-7.256, 6.188, -4.182], [-8.697, 3.058, -1.783], [-9.823, 5.298, -4.506], [-10.102, 5.807, -2.852], [-10.359, 4.127, -3.414], [-1.948, 5.147, -5.841], [-0.469, 4.809, -5.822], [-0.065, 4.339, -4.425], [-0.446, 3.127, -3.874], [0.249, 2.965, -2.749], [1.033, 4.076, -2.627], [0.832, 4.943, -3.634], [1.999, 4.378, -1.567], [-2.610, 4.381, -5.487], [-2.245, 5.500, -6.807], [-2.094, 6.061, -5.266], [0.165, 5.676, -6.061], [-0.218, 3.985, -6.540], [-1.191, 2.541, -4.374], [0.256, 2.158, -2.067], [1.286, 5.916, -3.824], [2.433, 3.471, -1.136], [1.438, 4.858, -0.756], [2.792, 5.050, -1.923], [1.129, -1.670, 4.693], [0.344, -1.372, 5.918], [0.873, -2.002, 7.178], [1.754, -1.322, 8.033], [2.138, -2.210, 8.949], [1.556, -3.393, 8.708], [0.770, -3.280, 7.589], [1.718, -4.711, 9.511], [0.635, -1.175, 3.868], [1.221, -2.733, 4.481], [2.119, -1.268, 4.783], [-0.721, -1.619, 5.850], [0.418, -0.287, 6.063], [1.918, -0.266, 7.927], [2.807, -2.034, 9.792], [0.177, -4.052, 7.130], [2.562, -5.295, 9.155], [0.809, -5.315, 9.404], [1.900, -4.423, 10.542], [3.947, -1.715, -4.980], [3.279, -0.502, -4.353], [4.019, 0.854, -4.608], [4.364, 1.285, -5.841], [4.988, 2.466, -5.730], [4.962, 2.828, -4.413], [4.366, 1.803, -3.735], [5.336, 4.161, -3.734], [5.025, -1.756, -4.992], [3.594, -2.009, -5.968], [3.708, -2.582, -4.393], [3.277, -0.489, -3.283], [2.252, -0.254, -4.674], [4.247, 0.751, -6.789], [5.534, 3.064, -6.464], [4.139, 1.738, -2.659], [6.211, 4.553, -4.260], [5.674, 3.930, -2.728], [4.530, 4.905, -3.832], [2.630, 1.265, -0.405], [-1.793, -0.957, -0.404]], "mulliken_charge": [-1.342, -0.629, 0.485, -0.579, -0.468, 0.202, -0.070, -0.857, 0.506, 0.298, 0.460, 0.367, 0.375, 0.502, 0.478, 0.173, 0.282, 0.365, 0.382, -0.640, -0.616, 0.357, -0.239, -0.721, 0.105, -0.007, -0.833, -0.093, 0.439, 0.181, 0.503, 0.187, 0.259, 0.495, 0.444, 0.317, 0.378, 0.346, -1.224, -0.085, 0.238, -0.209, -0.631, 0.052, -0.062, -0.814, 0.254, 0.399, 0.382, 0.108, 0.238, 0.431, 0.511, 0.337, 0.372, 0.371, 0.275, -1.265, -0.167, 0.263, -0.577, -0.361, 0.158, -0.225, -0.900, 0.363, 0.327, 0.407, 0.328, 0.268, 0.519, 0.358, 0.443, 0.306, 0.391, 0.348, -1.324, -0.232, 0.177, -0.138, -0.588, 0.087, -0.110, -0.798, 0.512, 0.325, 0.326, 0.283, 0.318, 0.367, 0.421, 0.349, 0.344, 0.352, 0.319, -1.187, -0.444, 0.246, -0.863, -0.878, 0.394, -0.035, -0.673, 0.360, 0.423, 0.330, 0.317, 0.307, 0.613, 0.961, 0.421, -0.067, 0.377, 0.281, -0.940, -0.873, 0.197, -0.343, -0.376, 0.066, -0.034, -0.761, 0.424, 0.375, 0.357, 0.404, 0.276, 0.405, 0.437, 0.397, 0.324, 0.324, 0.339, -1.162, -0.116, 0.240, -0.329, -0.519, 0.124, -0.009, -0.789, 0.404, 0.422, 0.234, 0.129, 0.224, 0.453, 0.463, 0.273, 0.371, 0.347, 0.235, -0.751, -0.830], "lumo_energy_ev": -9.9, "total_charge": 6, "gap_ev": 8.24, "molar_mass_g_mol": 960.2, "e_tot_ev": -100034.3780}


Which HOMO belongs to each record? In order, -7.6 -18.2 eV.
Which strongest force on any atom belongs to each record? In order, 0.0258 0.0665 Eh/bohr.